Here is a single C3H6O3 molecule at a distorted geometry from the Open Molecules 2025 dataset. Energies are from ωB97M-V/def2-TZVPD.

XYZ file:
```
12
Properties=species:S:1:pos:R:3:lowdin_charge:R:1
O 1.4342 -0.3505 -0.1419 0.068
C 0.2629 0.0035 -0.1089 -0.413
C -0.8218 -0.9036 -0.5883 -0.199
O -0.5226 -2.2275 -0.2627 -0.032
C -0.0078 1.2813 0.5550 -0.208
O 1.1244 2.0537 0.5561 -0.013
H -1.8142 -0.6414 -0.2056 0.137
H -0.8138 -0.7100 -1.6747 0.143
H 0.4468 -2.2783 -0.3046 0.092
H -0.1550 0.5122 1.4330 0.187
H -0.9282 1.8687 0.4799 0.145
H 1.7951 1.3919 0.2625 0.093
```

The value obtained for the energy relative to the best compared isomer or geometry (same formula, charge and spin) is 1.985 eV. The SMILES is O=C(CO)CO. The gap between HOMO and LUMO comes out at 10.925 eV.